(1)
Here is a molecular structure, C7H23F2N7O4Sr in a non-equilibrium geometry from the Open Molecules 2025 dataset. Energies are from wB97M-V/def2-TZVPD.

The geometry in XYZ format:
```
44
Properties=species:S:1:pos:R:3:nbo_charge:R:1
Sr -0.0244 -0.0623 -0.5858 1.85
F -0.3887 2.3972 -0.8308 -0.94
F 0.3734 -1.5902 -2.4254 -0.96
C -2.4996 -2.4878 2.7177 -0.63
C -1.9251 -1.4047 1.8196 -0.09
C -0.9815 -0.4008 2.5400 -0.07
O -0.6445 0.6920 1.6480 -0.61
C -0.6469 1.9701 2.3148 -0.24
N -1.1868 -2.0483 0.7194 -0.87
H -3.2280 -3.1419 2.2477 0.22
H -2.9230 -2.0742 3.6461 0.21
H -1.7391 -3.0867 3.2358 0.20
H -2.7048 -0.8167 1.3333 0.23
H 0.0031 -0.7411 2.8718 0.18
H -1.5179 -0.0343 3.4191 0.18
H -0.5033 2.7806 1.6084 0.25
H 0.1646 1.8690 3.0384 0.16
H -1.6060 2.1096 2.8160 0.17
H -1.8050 -2.6434 0.1805 0.38
H -0.4455 -2.6333 1.0908 0.36
C -2.9997 0.5345 -2.3126 0.79
O -2.6778 0.1471 -1.1918 -0.74
N -3.8679 -0.1484 -3.1275 -0.85
N -2.3493 1.5882 -2.9135 -0.87
H -3.8075 0.1465 -4.0778 0.40
H -4.4007 -0.8551 -2.6577 0.41
H -2.6030 1.9716 -3.7974 0.38
H -1.5634 1.9256 -2.3525 0.46
C 2.6848 1.4858 -2.7453 0.79
O 2.0966 0.8775 -1.8555 -0.70
N 3.2149 2.7337 -2.5638 -0.84
N 2.6405 1.0490 -4.0268 -0.84
H 3.6973 3.1919 -3.3097 0.38
H 3.2349 3.1008 -1.6313 0.41
H 2.0232 0.2716 -4.2071 0.44
H 2.9776 1.6254 -4.7706 0.38
C 2.8223 -1.0644 1.4585 0.80
O 1.8028 -0.9843 0.7760 -0.72
N 2.8830 -1.7935 2.6195 -0.84
N 3.8995 -0.2323 1.2534 -0.84
H 2.0732 -2.2570 2.9749 0.41
H 3.8242 -1.9087 2.9441 0.39
H 3.8310 0.3748 0.4524 0.43
H 4.7928 -0.4331 1.6565 0.39
```

Total energy in eV: -32530.086
Kohn-Sham gap in eV: 8.43
E_HOMO in eV: -8.110
LUMO level in eV: 0.3
Net charge: 0
Relative energy (zero: lowest compared OMol25 entry of this formula, charge and spin) in eV: 0.0000


(2)
Here is a molecular structure, C7H24FGaIN2O3 in a non-equilibrium geometry from the Open Molecules 2025 dataset. Energies are from wB97M-V/def2-TZVPD.

The geometry in XYZ format:
```
39
Properties=species:S:1:pos:R:3:mulliken_charge:R:1
C 3.3840 -4.5673 0.1905 -0.95
C 2.9541 -3.4779 -0.8216 -0.36
N 3.1100 -2.0966 -0.4052 -0.27
Ga 1.8257 -1.3637 0.8125 -0.12
N 2.1815 0.5335 0.9433 -0.53
I 1.9599 -2.3283 3.2655 -0.51
C -0.1205 -1.6021 0.2593 0.32
C -0.6116 -3.0303 0.0147 -1.19
F -0.4016 -0.8136 -0.8979 -0.38
H 2.6334 -5.3540 0.2485 0.26
H 4.3204 -5.0297 -0.1173 0.34
H 3.5277 -4.1575 1.1850 0.21
H 1.9262 -3.6647 -1.1224 0.08
H 3.5561 -3.6371 -1.7231 0.38
H 4.0681 -1.9260 -0.1239 0.23
H 3.1190 0.6440 1.3148 0.17
H 1.5270 0.9327 1.6088 0.16
H -0.7282 -1.1812 1.0619 0.25
H -0.5613 -3.2212 -1.0563 0.28
H -1.6195 -3.2123 0.3766 0.31
H 0.0819 -3.7271 0.4769 0.30
C -2.1838 -1.0069 -4.2768 -0.52
O -0.7859 -0.9905 -4.0501 -0.50
H -2.3454 -1.2821 -5.3177 0.24
H -2.6824 -1.7424 -3.6377 0.22
H -2.6296 -0.0224 -4.1018 0.23
H -0.6493 -0.7522 -3.1245 0.33
C -0.8831 3.4824 1.8205 -0.51
O 0.0686 2.9631 2.7408 -0.52
H -0.3360 4.0177 1.0486 0.22
H -1.4526 2.6762 1.3512 0.25
H -1.5738 4.1737 2.3148 0.26
H -0.4110 2.4785 3.4198 0.29
C -3.2635 6.3724 0.7021 -0.55
O -3.9366 5.9157 1.8725 -0.50
H -3.4310 5.6374 -0.0799 0.22
H -3.6614 7.3381 0.3778 0.28
H -2.1889 6.4612 0.8795 0.26
H -3.7864 6.5603 2.5705 0.29
```

Total energy in eV: -79967.207
Kohn-Sham gap in eV: 6.92
E_HOMO in eV: -4.582
LUMO level in eV: 2.3
Net charge: -1


(3)
Here is a molecular structure, C7H24FN2O6P2 in a non-equilibrium geometry from the Open Molecules 2025 dataset. Energies are from wB97M-V/def2-TZVPD.

The geometry in XYZ format:
```
42
Properties=species:S:1:pos:R:3:nbo_charge:R:1
C 3.0249 0.4307 -0.8147 -0.44
N 3.3041 1.1999 -2.0287 -0.65
C 2.1246 1.8576 -2.5871 0.10
O 1.3315 2.4425 -1.5630 -0.82
P 0.0160 1.8531 -0.9028 2.59
O 0.0983 1.6528 0.5483 -1.14
O -1.0750 2.9433 -1.3095 -0.98
O -0.2847 0.6120 -1.8166 -1.07
P -0.9183 -0.8180 -1.2952 1.52
N -2.2956 -0.6803 -0.5495 -1.36
H 2.2322 -0.3164 -0.9751 0.16
H 2.6864 1.0778 -0.0166 0.24
H 3.9149 -0.1151 -0.5072 0.19
H 3.6448 0.5490 -2.7254 0.35
H 2.4582 2.7039 -3.1884 0.16
H 1.5277 1.2020 -3.2263 0.19
H -1.5191 3.2353 -0.4991 0.51
H -0.9425 -1.5374 -2.5027 0.11
H 0.1123 -1.3138 -0.4697 -0.13
H -2.2040 -0.9304 0.4280 0.36
C 2.3446 -0.0402 4.2395 -0.63
C 3.0958 1.0088 3.4315 0.10
C 3.2606 2.3034 4.2163 -0.63
O 2.4467 1.2464 2.1939 -0.72
H 1.3392 0.3188 4.4756 0.20
H 2.2428 -0.9599 3.6641 0.22
H 2.8578 -0.2657 5.1766 0.20
H 4.0818 0.6218 3.1632 0.16
H 2.2792 2.7232 4.4539 0.20
H 3.8058 3.0387 3.6248 0.22
H 3.7977 2.1380 5.1525 0.20
H 1.5553 1.5801 2.3588 0.49
F -0.9170 -0.9887 -4.0418 -0.91
C -5.8214 -3.5423 -1.0041 -0.63
C -5.4840 -3.2762 -2.4628 -0.05
O -5.0688 -1.9457 -2.6873 -0.72
H -6.6038 -2.8603 -0.6681 0.20
H -6.1631 -4.5699 -0.8577 0.19
H -4.9431 -3.3775 -0.3767 0.21
H -6.3644 -3.4291 -3.0899 0.16
H -4.7092 -3.9775 -2.7980 0.15
H -4.2691 -1.7949 -2.1630 0.49
```

Total energy in eV: -44212.257
Kohn-Sham gap in eV: 7.32
E_HOMO in eV: -4.568
LUMO level in eV: 2.7
Net charge: -1


Repeat the third record exactly.
Here is a molecular structure, C7H24FN2O6P2 in a non-equilibrium geometry from the Open Molecules 2025 dataset. Energies are from wB97M-V/def2-TZVPD.

The geometry in XYZ format:
```
42
Properties=species:S:1:pos:R:3:nbo_charge:R:1
C 3.0249 0.4307 -0.8147 -0.44
N 3.3041 1.1999 -2.0287 -0.65
C 2.1246 1.8576 -2.5871 0.10
O 1.3315 2.4425 -1.5630 -0.82
P 0.0160 1.8531 -0.9028 2.59
O 0.0983 1.6528 0.5483 -1.14
O -1.0750 2.9433 -1.3095 -0.98
O -0.2847 0.6120 -1.8166 -1.07
P -0.9183 -0.8180 -1.2952 1.52
N -2.2956 -0.6803 -0.5495 -1.36
H 2.2322 -0.3164 -0.9751 0.16
H 2.6864 1.0778 -0.0166 0.24
H 3.9149 -0.1151 -0.5072 0.19
H 3.6448 0.5490 -2.7254 0.35
H 2.4582 2.7039 -3.1884 0.16
H 1.5277 1.2020 -3.2263 0.19
H -1.5191 3.2353 -0.4991 0.51
H -0.9425 -1.5374 -2.5027 0.11
H 0.1123 -1.3138 -0.4697 -0.13
H -2.2040 -0.9304 0.4280 0.36
C 2.3446 -0.0402 4.2395 -0.63
C 3.0958 1.0088 3.4315 0.10
C 3.2606 2.3034 4.2163 -0.63
O 2.4467 1.2464 2.1939 -0.72
H 1.3392 0.3188 4.4756 0.20
H 2.2428 -0.9599 3.6641 0.22
H 2.8578 -0.2657 5.1766 0.20
H 4.0818 0.6218 3.1632 0.16
H 2.2792 2.7232 4.4539 0.20
H 3.8058 3.0387 3.6248 0.22
H 3.7977 2.1380 5.1525 0.20
H 1.5553 1.5801 2.3588 0.49
F -0.9170 -0.9887 -4.0418 -0.91
C -5.8214 -3.5423 -1.0041 -0.63
C -5.4840 -3.2762 -2.4628 -0.05
O -5.0688 -1.9457 -2.6873 -0.72
H -6.6038 -2.8603 -0.6681 0.20
H -6.1631 -4.5699 -0.8577 0.19
H -4.9431 -3.3775 -0.3767 0.21
H -6.3644 -3.4291 -3.0899 0.16
H -4.7092 -3.9775 -2.7980 0.15
H -4.2691 -1.7949 -2.1630 0.49
```

Total energy in eV: -44212.257
Kohn-Sham gap in eV: 7.32
E_HOMO in eV: -4.568
LUMO level in eV: 2.7
Net charge: -1


Copy entry 2 word for word.
Here is a molecular structure, C7H24FGaIN2O3 in a non-equilibrium geometry from the Open Molecules 2025 dataset. Energies are from wB97M-V/def2-TZVPD.

The geometry in XYZ format:
```
39
Properties=species:S:1:pos:R:3:mulliken_charge:R:1
C 3.3840 -4.5673 0.1905 -0.95
C 2.9541 -3.4779 -0.8216 -0.36
N 3.1100 -2.0966 -0.4052 -0.27
Ga 1.8257 -1.3637 0.8125 -0.12
N 2.1815 0.5335 0.9433 -0.53
I 1.9599 -2.3283 3.2655 -0.51
C -0.1205 -1.6021 0.2593 0.32
C -0.6116 -3.0303 0.0147 -1.19
F -0.4016 -0.8136 -0.8979 -0.38
H 2.6334 -5.3540 0.2485 0.26
H 4.3204 -5.0297 -0.1173 0.34
H 3.5277 -4.1575 1.1850 0.21
H 1.9262 -3.6647 -1.1224 0.08
H 3.5561 -3.6371 -1.7231 0.38
H 4.0681 -1.9260 -0.1239 0.23
H 3.1190 0.6440 1.3148 0.17
H 1.5270 0.9327 1.6088 0.16
H -0.7282 -1.1812 1.0619 0.25
H -0.5613 -3.2212 -1.0563 0.28
H -1.6195 -3.2123 0.3766 0.31
H 0.0819 -3.7271 0.4769 0.30
C -2.1838 -1.0069 -4.2768 -0.52
O -0.7859 -0.9905 -4.0501 -0.50
H -2.3454 -1.2821 -5.3177 0.24
H -2.6824 -1.7424 -3.6377 0.22
H -2.6296 -0.0224 -4.1018 0.23
H -0.6493 -0.7522 -3.1245 0.33
C -0.8831 3.4824 1.8205 -0.51
O 0.0686 2.9631 2.7408 -0.52
H -0.3360 4.0177 1.0486 0.22
H -1.4526 2.6762 1.3512 0.25
H -1.5738 4.1737 2.3148 0.26
H -0.4110 2.4785 3.4198 0.29
C -3.2635 6.3724 0.7021 -0.55
O -3.9366 5.9157 1.8725 -0.50
H -3.4310 5.6374 -0.0799 0.22
H -3.6614 7.3381 0.3778 0.28
H -2.1889 6.4612 0.8795 0.26
H -3.7864 6.5603 2.5705 0.29
```

Total energy in eV: -79967.207
Kohn-Sham gap in eV: 6.92
E_HOMO in eV: -4.582
LUMO level in eV: 2.3
Net charge: -1


Repeat the third record exactly.
Here is a molecular structure, C7H24FN2O6P2 in a non-equilibrium geometry from the Open Molecules 2025 dataset. Energies are from wB97M-V/def2-TZVPD.

The geometry in XYZ format:
```
42
Properties=species:S:1:pos:R:3:nbo_charge:R:1
C 3.0249 0.4307 -0.8147 -0.44
N 3.3041 1.1999 -2.0287 -0.65
C 2.1246 1.8576 -2.5871 0.10
O 1.3315 2.4425 -1.5630 -0.82
P 0.0160 1.8531 -0.9028 2.59
O 0.0983 1.6528 0.5483 -1.14
O -1.0750 2.9433 -1.3095 -0.98
O -0.2847 0.6120 -1.8166 -1.07
P -0.9183 -0.8180 -1.2952 1.52
N -2.2956 -0.6803 -0.5495 -1.36
H 2.2322 -0.3164 -0.9751 0.16
H 2.6864 1.0778 -0.0166 0.24
H 3.9149 -0.1151 -0.5072 0.19
H 3.6448 0.5490 -2.7254 0.35
H 2.4582 2.7039 -3.1884 0.16
H 1.5277 1.2020 -3.2263 0.19
H -1.5191 3.2353 -0.4991 0.51
H -0.9425 -1.5374 -2.5027 0.11
H 0.1123 -1.3138 -0.4697 -0.13
H -2.2040 -0.9304 0.4280 0.36
C 2.3446 -0.0402 4.2395 -0.63
C 3.0958 1.0088 3.4315 0.10
C 3.2606 2.3034 4.2163 -0.63
O 2.4467 1.2464 2.1939 -0.72
H 1.3392 0.3188 4.4756 0.20
H 2.2428 -0.9599 3.6641 0.22
H 2.8578 -0.2657 5.1766 0.20
H 4.0818 0.6218 3.1632 0.16
H 2.2792 2.7232 4.4539 0.20
H 3.8058 3.0387 3.6248 0.22
H 3.7977 2.1380 5.1525 0.20
H 1.5553 1.5801 2.3588 0.49
F -0.9170 -0.9887 -4.0418 -0.91
C -5.8214 -3.5423 -1.0041 -0.63
C -5.4840 -3.2762 -2.4628 -0.05
O -5.0688 -1.9457 -2.6873 -0.72
H -6.6038 -2.8603 -0.6681 0.20
H -6.1631 -4.5699 -0.8577 0.19
H -4.9431 -3.3775 -0.3767 0.21
H -6.3644 -3.4291 -3.0899 0.16
H -4.7092 -3.9775 -2.7980 0.15
H -4.2691 -1.7949 -2.1630 0.49
```

Total energy in eV: -44212.257
Kohn-Sham gap in eV: 7.32
E_HOMO in eV: -4.568
LUMO level in eV: 2.7
Net charge: -1


What did the first record say?
Here is a molecular structure, C7H23F2N7O4Sr in a non-equilibrium geometry from the Open Molecules 2025 dataset. Energies are from wB97M-V/def2-TZVPD.

The geometry in XYZ format:
```
44
Properties=species:S:1:pos:R:3:nbo_charge:R:1
Sr -0.0244 -0.0623 -0.5858 1.85
F -0.3887 2.3972 -0.8308 -0.94
F 0.3734 -1.5902 -2.4254 -0.96
C -2.4996 -2.4878 2.7177 -0.63
C -1.9251 -1.4047 1.8196 -0.09
C -0.9815 -0.4008 2.5400 -0.07
O -0.6445 0.6920 1.6480 -0.61
C -0.6469 1.9701 2.3148 -0.24
N -1.1868 -2.0483 0.7194 -0.87
H -3.2280 -3.1419 2.2477 0.22
H -2.9230 -2.0742 3.6461 0.21
H -1.7391 -3.0867 3.2358 0.20
H -2.7048 -0.8167 1.3333 0.23
H 0.0031 -0.7411 2.8718 0.18
H -1.5179 -0.0343 3.4191 0.18
H -0.5033 2.7806 1.6084 0.25
H 0.1646 1.8690 3.0384 0.16
H -1.6060 2.1096 2.8160 0.17
H -1.8050 -2.6434 0.1805 0.38
H -0.4455 -2.6333 1.0908 0.36
C -2.9997 0.5345 -2.3126 0.79
O -2.6778 0.1471 -1.1918 -0.74
N -3.8679 -0.1484 -3.1275 -0.85
N -2.3493 1.5882 -2.9135 -0.87
H -3.8075 0.1465 -4.0778 0.40
H -4.4007 -0.8551 -2.6577 0.41
H -2.6030 1.9716 -3.7974 0.38
H -1.5634 1.9256 -2.3525 0.46
C 2.6848 1.4858 -2.7453 0.79
O 2.0966 0.8775 -1.8555 -0.70
N 3.2149 2.7337 -2.5638 -0.84
N 2.6405 1.0490 -4.0268 -0.84
H 3.6973 3.1919 -3.3097 0.38
H 3.2349 3.1008 -1.6313 0.41
H 2.0232 0.2716 -4.2071 0.44
H 2.9776 1.6254 -4.7706 0.38
C 2.8223 -1.0644 1.4585 0.80
O 1.8028 -0.9843 0.7760 -0.72
N 2.8830 -1.7935 2.6195 -0.84
N 3.8995 -0.2323 1.2534 -0.84
H 2.0732 -2.2570 2.9749 0.41
H 3.8242 -1.9087 2.9441 0.39
H 3.8310 0.3748 0.4524 0.43
H 4.7928 -0.4331 1.6565 0.39
```

Total energy in eV: -32530.086
Kohn-Sham gap in eV: 8.43
E_HOMO in eV: -8.110
LUMO level in eV: 0.3
Net charge: 0
Relative energy (zero: lowest compared OMol25 entry of this formula, charge and spin) in eV: 0.0000